50
Properties=species:S:1:pos:R:3:forces:R:3:nbo_charge:R:1 method="wB97M-V/def2-TZVPD" max_force_ev_per_a=6.35 gap_ev=3.587 total_charge=-2
H 2.726150 0.427396 -2.039565 -0.630 -0.414 0.309 0.204
O -1.843482 -4.328047 0.672207 0.915 1.361 1.232 -1.284
H -0.207234 1.288772 -1.585777 0.143 0.315 -0.213 0.198
H 4.237315 -1.550426 -0.243656 0.195 -0.112 -0.197 0.162
C -1.173256 1.701321 2.992197 0.368 0.463 -0.277 -0.639
O -1.510890 -2.359772 -0.734994 0.911 1.780 0.084 -1.362
C -0.725891 0.866461 -2.450156 -0.679 -0.775 -0.350 -0.081
H 1.911491 0.831077 3.686867 -0.145 -0.082 -0.430 0.210
H 3.504272 0.668140 2.970275 0.096 -0.252 -0.109 0.179
H -2.368172 1.552055 1.099138 -0.201 0.184 0.412 0.151
H -2.201146 -0.049305 -1.139321 0.255 -0.362 -0.233 0.274
H -4.241537 1.465920 -0.282046 -0.008 0.204 0.088 0.182
H -0.118470 1.905868 3.197561 0.057 0.001 -0.199 0.190
H 2.085131 -0.982295 1.708979 -0.016 0.311 -0.008 0.164
H -1.588163 -0.608039 1.604018 -0.338 -1.038 -0.212 0.530
C -4.070017 1.826758 -1.301029 -0.424 -0.683 -0.449 -0.238
C 2.195228 -1.108125 2.792970 -0.163 -0.791 0.390 -0.061
H -0.859954 -1.115230 -3.038653 0.250 -0.328 0.089 0.401
H -1.240978 1.162001 -4.469482 0.013 0.231 -0.248 0.196
H 2.466981 -2.661581 -0.116833 -0.795 -0.077 0.074 0.506
N -0.150570 -0.462042 -2.732297 0.381 0.949 0.704 -0.856
H -0.676229 2.007098 0.902177 -0.241 0.468 0.085 0.146
H -1.372015 0.807440 3.581655 -0.581 0.163 0.070 0.243
C 3.287882 0.127844 -1.149442 0.500 0.563 -0.682 -0.633
H 0.317016 1.936286 -4.016694 -0.021 -0.090 -0.186 0.184
H 4.203201 0.708370 -1.335057 0.227 -0.236 0.590 0.187
H -4.607131 1.128282 -1.963460 0.126 -0.081 0.039 0.157
C -2.157185 0.621205 -2.007901 -0.322 0.189 1.084 -0.093
H 2.912589 -1.938818 2.939661 0.241 0.124 -0.193 0.119
O -2.713883 1.882106 -1.623360 0.128 0.520 -0.564 -0.566
H -1.193107 2.706220 -3.536007 -0.137 -0.083 -0.065 0.211
P -1.374872 -2.825987 0.773482 -3.595 -4.628 -2.446 2.485
H -4.538639 2.792893 -1.498498 0.212 0.209 0.392 0.160
C -0.714783 1.740201 -3.709679 0.325 0.126 0.697 -0.624
O 0.966601 -1.499768 3.350987 0.441 -0.071 -0.478 -0.784
H 0.628850 -0.352055 -3.366041 -0.119 -0.429 -0.222 0.345
O -2.339936 -2.011608 1.673254 0.932 1.068 0.494 -1.242
C 3.554848 -1.355389 -1.074700 -0.920 -0.251 -0.182 -0.069
C 2.718541 0.115550 3.495150 -0.171 0.969 0.717 -0.626
H 0.575215 -2.052444 2.590870 -0.640 0.054 0.092 0.541
H 2.800629 0.441071 -0.227313 -0.109 0.228 -0.137 0.232
O -0.930221 0.076707 1.239930 0.252 1.392 -0.109 -0.828
H -1.713133 2.611565 3.276190 -0.265 -0.262 0.338 0.170
H 3.063506 -0.091113 4.515335 0.221 -0.327 -0.164 0.183
O 0.128997 -2.701933 1.141632 1.383 0.899 0.885 -1.327
C -1.363682 1.406600 1.508011 1.162 -1.370 -0.477 -0.052
O 2.311633 -2.042670 -0.841224 0.903 0.255 0.049 -0.732
H -2.757509 0.169519 -2.811988 0.055 0.091 -0.125 0.145
H 3.927824 -1.749033 -2.027454 0.465 0.139 0.165 0.152
Cu 0.228185 -1.129040 -0.389919 -0.637 -0.516 -0.122 0.891



62
Properties=species:S:1:pos:R:3:forces:R:3:nbo_charge:R:1 method="wB97M-V/def2-TZVPD" max_force_ev_per_a=6.04 spin_multiplicity=2 gap_ev="3.083 / 3.378" total_charge=+3 s_squared=1.77
O -3.455415 -0.777760 2.882828 -1.001 -0.632 0.970 -0.751
C 2.326381 -1.677476 -2.292759 1.110 -0.116 -1.781 -0.098
H 1.834342 1.019186 -0.012943 -1.112 -0.671 -0.370 0.509
H -0.309842 0.855898 -2.086966 0.174 -0.576 0.769 0.499
C -1.759377 0.805039 -3.438980 2.242 -1.528 -0.779 -0.066
H -4.346199 -3.999498 -1.987925 -0.352 -0.140 0.250 0.496
H -0.493669 -3.643206 -2.845034 0.276 0.546 -0.098 0.175
C -1.211133 -3.818747 -2.043451 0.614 -1.114 -1.105 -0.107
C 1.357140 3.941485 2.354542 0.931 0.392 0.228 -0.103
C 3.591224 0.552572 0.752377 -1.442 0.641 -2.441 -0.072
H 0.439826 4.104664 0.660749 -0.334 -0.014 -0.396 0.535
H -2.606516 1.810175 -0.876804 0.602 0.234 1.075 0.505
O 0.447744 0.404558 -0.322837 -0.317 0.841 -1.211 -1.062
O -1.418520 -0.807306 0.617984 0.301 0.892 -0.581 -0.954
H -1.806120 0.923529 -4.521513 0.186 0.126 0.048 0.260
H 0.324639 4.682036 3.962132 0.042 0.154 0.828 0.194
H -3.569466 1.948039 -3.506743 0.038 -0.385 -0.222 0.284
O -3.515917 -3.811001 -1.544404 -0.225 0.290 0.001 -0.772
H 1.926086 -1.499314 -3.290817 -0.484 -0.034 -0.214 0.178
H 1.713393 4.958463 2.190400 0.048 0.139 0.331 0.231
O -0.207924 0.805375 1.900972 3.463 -0.443 4.924 -1.124
H 2.346364 -3.695424 -2.863890 -0.314 -0.381 0.325 0.170
H -0.033659 -2.709974 -1.055641 0.512 0.333 0.267 0.503
H -1.062801 -4.887727 -1.890589 -0.965 -0.315 -0.259 0.206
C -2.706142 1.871494 -2.845763 -2.369 1.555 3.482 -0.105
O 2.616444 1.445560 0.345003 2.378 0.940 0.990 -0.510
H 3.796213 -2.931824 -3.261356 0.346 0.277 0.296 0.211
S -0.684434 0.434538 0.595117 -1.134 -3.894 -0.009 2.682
H 4.563548 1.031366 0.636447 0.116 -0.132 0.781 0.277
O 0.322536 2.636731 4.128774 -0.803 -1.158 0.001 -0.763
H -2.659372 -2.336000 -2.662789 0.098 0.186 -0.446 0.137
H 2.203147 3.311081 2.080752 -0.347 -0.513 -0.208 0.199
O -2.065056 0.748213 4.047495 3.254 0.616 1.819 -1.008
O 3.692730 -3.511881 -1.270660 -0.510 0.929 -0.604 -0.675
O 2.083452 -0.673878 2.344825 1.959 0.617 -0.940 -0.461
C 3.227245 0.117114 2.227903 -0.858 -1.771 3.187 -0.081
H -2.255688 2.851019 -2.685370 0.644 -0.121 -0.657 0.242
C 0.964435 3.813575 3.805487 1.676 2.478 -1.680 -0.130
H -2.864962 -3.947090 -3.499345 0.383 0.200 -0.115 0.215
H 2.924633 -0.777227 -2.152162 0.597 -0.095 0.554 0.152
O -3.220474 1.511715 -1.551762 0.110 -0.267 -3.143 -0.431
Al -3.219366 -2.976649 1.225677 0.380 -0.275 -0.756 0.961
H 1.065982 -0.941935 -0.978630 -0.003 -0.077 -0.148 0.493
O 1.335552 -1.792835 -1.332023 -0.423 -0.529 0.878 -0.773
H 0.587312 2.477616 5.037719 -0.545 -0.792 0.463 0.549
C 3.074766 -2.999845 -2.447115 0.171 0.035 -0.316 -0.095
H 3.992010 -0.485378 2.718044 0.646 -0.038 -0.818 0.272
H 3.467382 -0.340516 0.139875 0.470 -0.490 0.257 0.248
O -0.792639 -3.250288 -0.824117 -1.375 0.327 0.053 -0.764
C -2.589907 -3.421014 -2.585182 0.447 -0.670 2.079 -0.083
H 1.943325 3.884466 4.279657 -0.320 0.338 0.712 0.241
H -2.201288 -0.148596 -3.150207 -0.209 -0.067 0.185 0.246
H 1.331467 -0.106007 2.161410 -1.281 0.412 0.280 0.499
H 3.116501 1.006924 2.847650 -0.084 0.585 -0.519 0.219
H 3.052404 -3.271433 -0.597032 0.004 -0.416 0.581 0.458
Y -1.532479 2.435052 2.603351 0.455 -0.725 -0.138 2.326
O -1.524561 1.611955 0.486228 -3.277 3.458 -3.127 -1.127
O -0.423820 0.888886 -3.039601 -1.574 0.831 -1.084 -0.493
O -3.596398 1.556163 2.611981 -0.757 1.944 -1.142 -1.041
O 0.217544 3.757762 1.527847 -0.712 -0.440 0.071 -0.788
S -3.395779 0.489169 3.594894 -0.949 -0.689 -1.428 2.565
O -4.356843 0.548411 4.696293 -0.599 -0.809 0.051 -0.500